<i>
This record from the Open Molecules 2025 dataset describes C44H48AsClF6N4O5P2Se2Ta as an isolated structure. The level of theory is wB97M-V/def2-TZVPD.

## Properties
Kohn-Sham gap (alpha / beta) = 0.20484 / 0.15686 hartree
<S²> = 0.76
LUMO (alpha / beta) = -6.82 / -8.13 eV

Structure (ORCA input):
```
! wB97M-V def2-TZVPD RIJCOSX def2/J DEFGRID3
* xyz 2 2
Ta -0.486 2.282 0.398
O -2.529 4.656 -2.263
C -2.207 4.093 -1.267
O -1.340 3.050 -1.235
C -2.693 4.390 0.121
C -3.355 5.512 0.576
C -3.591 5.616 1.947
C -3.207 4.592 2.811
C -2.596 3.494 2.247
N -2.328 3.419 0.950
C -2.050 2.294 2.961
O -2.297 1.970 4.080
O -1.243 1.603 2.131
H -3.642 6.290 -0.118
H -4.063 6.506 2.341
H -3.370 4.635 3.879
Se 1.094 2.834 -2.889
P 0.037 2.031 -4.614
Se 0.967 1.065 -1.384
C 0.747 0.437 -5.063
C 2.117 0.303 -5.297
C 2.615 -0.914 -5.721
C 1.756 -1.990 -5.917
C 0.397 -1.856 -5.687
C -0.115 -0.640 -5.253
C 0.302 3.286 -5.865
C 1.511 3.972 -6.020
C 1.628 4.934 -7.008
C 0.550 5.213 -7.840
C -0.649 4.532 -7.691
C -0.780 3.571 -6.701
H 2.788 1.142 -5.158
H 3.675 -1.025 -5.907
H 2.153 -2.936 -6.260
H -0.265 -2.694 -5.855
H -1.180 -0.531 -5.082
H 2.365 3.757 -5.390
H 2.564 5.459 -7.136
H 0.648 5.968 -8.608
H -1.485 4.752 -8.340
H -1.722 3.050 -6.583
F 0.116 3.796 2.109
P 1.256 4.770 1.266
F 0.565 6.056 1.805
F 2.219 5.489 0.281
F 0.083 4.622 0.058
F 1.696 3.260 0.651
F 2.269 4.617 2.433
C 3.661 -4.709 1.318
C 2.705 -4.519 2.507
C 3.575 -4.478 3.772
C 1.789 -5.747 2.574
C 1.847 -3.219 2.326
O 1.449 -3.085 0.941
C 0.522 -3.176 3.110
C 0.474 -3.205 4.645
C 0.743 -1.850 5.255
C 1.912 -1.559 5.948
C 2.151 -0.287 6.450
C 1.198 0.699 6.263
Cl 1.498 2.308 6.852
C 0.006 0.429 5.611
C -0.210 -0.843 5.112
C 2.737 -2.002 2.587
N 2.069 -0.725 2.346
C 1.420 -0.292 1.283
N 0.992 0.954 1.501
C 1.471 1.234 2.760
N 2.130 0.245 3.281
H 4.245 -5.614 1.486
H 4.369 -3.886 1.212
H 3.142 -4.825 0.367
H 4.088 -5.435 3.872
H 3.004 -4.324 4.687
H 4.347 -3.711 3.715
H 2.398 -6.651 2.582
H 1.124 -5.824 1.708
H 1.171 -5.758 3.471
H 1.095 -3.934 0.652
H -0.082 -3.995 2.713
H 0.015 -2.258 2.795
H 1.137 -3.958 5.068
H -0.536 -3.514 4.923
H 2.656 -2.332 6.107
H 3.065 -0.063 6.980
H -0.741 1.202 5.499
H -1.145 -1.055 4.604
H 3.628 -2.047 1.963
H 3.034 -1.947 3.630
H 1.284 -0.904 0.413
H 1.316 2.162 3.280
C -3.766 0.282 0.844
As -2.189 0.341 -0.258
C -2.903 0.533 -2.033
C -1.496 -1.489 -0.137
C -2.167 -2.404 -1.119
C -3.333 -3.082 -0.774
C -3.967 -3.904 -1.696
C -3.437 -4.058 -2.968
C -2.268 -3.393 -3.313
C -1.636 -2.569 -2.395
H -4.382 -0.537 0.473
H -4.321 1.215 0.753
H -3.504 0.107 1.885
H -3.608 -0.280 -2.204
H -2.100 0.485 -2.767
H -3.404 1.495 -2.110
H -1.676 -1.796 0.895
H -0.424 -1.466 -0.298
H -3.742 -2.985 0.225
H -4.869 -4.431 -1.416
H -3.924 -4.707 -3.683
H -1.844 -3.532 -4.298
H -0.716 -2.060 -2.665
*
```



<ii>
This record from the Open Molecules 2025 dataset describes C44H48AsClF6N4O5P2Se2Ta as an isolated structure. The level of theory is wB97M-V/def2-TZVPD.

## Properties
Kohn-Sham gap (alpha / beta) = 0.25306 / 0.13665 hartree
<S²> = 0.77
LUMO (alpha / beta) = -5.75 / -8.92 eV

Structure (ORCA input):
```
! wB97M-V def2-TZVPD RIJCOSX def2/J DEFGRID3
* xyz 2 2
Ta -0.552 -1.302 -0.622
O 3.380 -2.318 -0.223
C 2.212 -2.399 -0.496
O 1.243 -1.763 0.150
C 1.665 -3.161 -1.667
C 2.345 -3.937 -2.583
C 1.624 -4.460 -3.656
C 0.261 -4.208 -3.781
C -0.336 -3.431 -2.809
N 0.372 -2.917 -1.819
C -1.782 -3.033 -2.703
O -2.644 -3.347 -3.459
O -1.953 -2.257 -1.606
H 3.401 -4.131 -2.455
H 2.125 -5.068 -4.396
H -0.329 -4.601 -4.597
Se -0.812 -4.074 0.521
P -2.246 -3.117 1.776
Se -1.451 -1.075 1.826
C -2.384 -3.775 3.429
C -2.741 -5.119 3.556
C -2.897 -5.667 4.816
C -2.704 -4.880 5.946
C -2.352 -3.546 5.819
C -2.188 -2.989 4.558
C -3.898 -3.084 1.070
C -4.216 -3.835 -0.056
C -5.510 -3.809 -0.561
C -6.481 -3.039 0.059
C -6.168 -2.296 1.194
C -4.882 -2.320 1.703
H -2.896 -5.736 2.678
H -3.170 -6.708 4.920
H -2.830 -5.313 6.928
H -2.201 -2.938 6.700
H -1.901 -1.948 4.470
H -3.456 -4.435 -0.538
H -5.754 -4.391 -1.439
H -7.488 -3.021 -0.333
H -6.930 -1.707 1.685
H -4.649 -1.751 2.596
F -0.547 -0.657 -3.104
P 0.789 0.295 -3.464
F 2.144 1.140 -3.591
F 0.080 0.955 -4.699
F 1.397 -0.482 -2.097
F 0.204 1.406 -2.477
F 1.387 -0.891 -4.339
C 4.092 4.451 3.108
C 3.831 2.941 3.089
C 4.717 2.277 4.153
C 2.372 2.693 3.486
C 4.161 2.338 1.689
O 4.050 0.916 1.715
C 5.581 2.759 1.238
C 6.361 1.679 0.456
C 5.851 1.371 -0.904
C 5.189 0.139 -1.175
C 4.822 -0.183 -2.445
C 5.118 0.721 -3.504
Cl 4.788 0.291 -5.072
C 5.729 1.984 -3.245
C 6.080 2.292 -1.969
C 3.211 2.781 0.557
N 1.918 2.113 0.489
C 1.671 0.840 0.251
N 0.349 0.650 0.197
C -0.152 1.901 0.428
N 0.761 2.811 0.596
H 3.822 4.846 4.087
H 3.484 4.988 2.378
H 5.138 4.708 2.940
H 4.568 2.784 5.106
H 5.785 2.325 3.936
H 4.442 1.233 4.327
H 2.249 2.916 4.546
H 2.081 1.652 3.331
H 1.684 3.337 2.942
H 4.492 0.573 2.501
H 6.201 2.993 2.102
H 5.526 3.685 0.660
H 6.408 0.765 1.045
H 7.382 2.057 0.342
H 4.993 -0.545 -0.361
H 4.331 -1.118 -2.675
H 5.925 2.648 -4.075
H 6.578 3.227 -1.750
H 3.693 2.616 -0.409
H 2.992 3.844 0.625
H 2.433 0.096 0.140
H -1.200 2.134 0.470
C -4.090 -0.453 -1.968
As -2.691 0.506 -1.059
C -3.689 1.093 0.481
C -2.512 2.100 -2.192
C -3.756 2.937 -2.195
C -4.739 2.734 -3.159
C -5.897 3.501 -3.162
C -6.079 4.485 -2.203
C -5.097 4.707 -1.246
C -3.943 3.938 -1.245
H -4.909 0.251 -2.117
H -4.409 -1.284 -1.343
H -3.733 -0.837 -2.920
H -4.474 1.758 0.122
H -3.086 1.601 1.230
H -4.125 0.203 0.928
H -2.301 1.694 -3.183
H -1.634 2.663 -1.887
H -4.596 1.979 -3.924
H -6.650 3.336 -3.921
H -6.976 5.088 -2.207
H -5.226 5.485 -0.506
H -3.176 4.130 -0.503
*
```



Most stable: <ii> (next structure +25.0 kcal/mol)



<i>
This record from the Open Molecules 2025 dataset describes a 2-piece molecular cluster, C3H8NO overall. The level of theory is wB97M-V/def2-TZVPD.

## Properties
Kohn-Sham gap (alpha / beta) = 0.22960 / 0.33235 hartree
<S²> = 0.76
LUMO (alpha / beta) = 0.62 / 0.61 eV

Structure (ORCA input):
```
! wB97M-V def2-TZVPD RIJCOSX def2/J DEFGRID3
* xyz 0 2
C -0.465 0.927 0.444
C -0.412 0.412 1.705
C 0.468 1.193 -1.657
N 0.224 0.352 -0.630
H -1.261 1.579 0.097
H 0.031 -0.591 1.724
H -0.694 0.972 2.568
H 1.184 0.840 -2.411
H 0.108 2.236 -1.733
H 0.685 -0.567 -0.580
H -0.752 -2.255 0.335
H 0.744 -2.910 0.163
O 0.140 -2.188 -0.024
*
```



<ii>
This record from the Open Molecules 2025 dataset describes a single C3H8NO molecule. The level of theory is wB97M-V/def2-TZVPD.

## Properties
Kohn-Sham gap (alpha / beta) = 0.18829 / 0.32408 hartree
<S²> = 0.75
LUMO (alpha / beta) = 0.56 / 0.52 eV

Structure (ORCA input):
```
! wB97M-V def2-TZVPD RIJCOSX def2/J DEFGRID3
* xyz 0 2
O -1.368 -0.209 -0.785
C -1.323 0.035 0.489
C 0.039 0.524 1.015
N 0.840 0.518 -0.252
C 1.449 -0.800 -0.485
H -2.151 0.044 1.188
H -0.106 1.559 1.335
H 0.517 -0.098 1.767
H 0.096 0.663 -0.973
H 1.491 1.289 -0.218
H 0.619 -1.491 -0.303
H 2.347 -0.993 0.085
H 1.536 -0.983 -1.522
*
```



Most stable: <i> (next structure +6.9 kcal/mol)



<i>
This record from the Open Molecules 2025 dataset describes a single C4H9NO2S molecule. The level of theory is wB97M-V/def2-TZVPD.

## Properties
Kohn-Sham gap = 0.37354 hartree
LUMO = 0.64 eV

Structure (ORCA input):
```
! wB97M-V def2-TZVPD RIJCOSX def2/J DEFGRID3
* xyz 0 1
C 0.329 2.364 -0.859
C -0.243 1.336 0.151
N 0.420 0.105 -0.085
C -0.444 -1.137 0.678
S -2.098 -1.286 -0.048
C 0.394 -2.383 0.728
O 0.056 -3.521 0.682
O 1.699 -2.054 0.692
H 1.441 2.453 -0.827
H 0.174 2.123 -1.836
H -0.044 3.332 -0.811
H -1.307 1.255 0.102
H 0.083 1.555 1.148
H 0.341 -0.249 -1.038
H -0.502 -0.805 1.721
H -2.223 -1.943 -1.122
H 1.922 -1.145 0.723
*
```



<ii>
This record from the Open Molecules 2025 dataset describes a 2-piece molecular cluster, C4H9NO2S overall. The level of theory is wB97M-V/def2-TZVPD.

## Properties
Kohn-Sham gap = 0.14629 hartree
LUMO = -4.00 eV

Structure (ORCA input):
```
! wB97M-V def2-TZVPD RIJCOSX def2/J DEFGRID3
* xyz 0 1
O -1.110 -1.612 -1.196
C -0.808 -0.419 -0.801
N -1.084 0.121 0.520
C -0.956 -0.990 1.462
O 0.383 -1.366 1.575
C 0.275 0.325 -1.757
C -1.228 0.688 -1.851
S 1.865 1.446 0.774
H -0.350 0.779 0.635
H -1.362 -0.851 2.491
H -1.218 -2.008 0.906
H 1.019 -0.608 1.702
H 0.979 1.149 -1.586
H 0.884 -0.480 -2.372
H -1.335 1.728 -1.437
H -1.684 0.310 -2.768
H 2.936 2.210 1.066
*
```



<iii>
This record from the Open Molecules 2025 dataset describes a 2-piece molecular cluster, C4H9NO2S overall. The level of theory is wB97M-V/def2-TZVPD.

## Properties
Kohn-Sham gap (alpha / beta) = 0.29796 / 0.18740 hartree
LUMO (alpha / beta) = 0.59 / -0.58 eV

Structure (ORCA input):
```
! wB97M-V def2-TZVPD RIJCOSX def2/J DEFGRID3
* xyz 0 1
C 2.134 -0.985 1.334
C -1.528 0.804 -0.400
C 2.851 -0.296 2.407
C -2.698 0.432 -2.641
N -2.064 0.490 -1.407
O 1.189 -0.838 -0.986
O 1.047 1.333 0.424
S 0.765 -0.110 0.441
H 2.060 -2.051 1.430
H -1.183 1.646 0.284
H 3.291 0.717 2.070
H 3.797 -0.890 2.755
H 2.399 -0.220 3.372
H -1.784 0.425 -3.147
H -3.439 -0.364 -2.933
H -3.215 1.325 -2.757
H 2.178 -1.026 -1.017
*
```



<iv>
This record from the Open Molecules 2025 dataset describes a single C4H9NO2S molecule. The level of theory is wB97M-V/def2-TZVPD.

## Properties
Kohn-Sham gap = 0.40602 hartree
LUMO = 0.66 eV

Structure (ORCA input):
```
! wB97M-V def2-TZVPD RIJCOSX def2/J DEFGRID3
* xyz 0 1
C -2.325 -1.238 0.141
C -1.009 -0.611 -0.356
C -0.592 0.833 -0.659
C 0.024 0.140 0.486
S 1.801 -0.186 0.006
N 2.570 1.311 0.527
O 2.381 -1.159 0.872
O 1.956 -0.209 -1.421
H -2.797 -0.533 0.743
H -1.995 -2.101 0.525
H -2.854 -1.337 -0.691
H -0.447 -1.116 -1.141
H 0.023 0.986 -1.475
H -1.348 1.614 -0.548
H 0.001 0.368 1.489
H 2.518 1.204 1.493
H 2.094 2.033 0.010
*
```



Most stable: <i> (next structure +24.9 kcal/mol)



<i>
This record from the Open Molecules 2025 dataset describes a 2-piece molecular cluster, C4H9NO2S overall. The level of theory is wB97M-V/def2-TZVPD.

## Properties
Kohn-Sham gap = 0.33893 hartree
LUMO = 0.48 eV

Structure (ORCA input):
```
! wB97M-V def2-TZVPD RIJCOSX def2/J DEFGRID3
* xyz 0 1
C 2.851 0.276 -0.421
C -1.028 1.933 -0.019
C -0.030 -2.019 -0.603
C -0.602 0.544 -0.477
N 2.799 0.143 0.761
O 3.168 0.219 -1.542
O 0.619 -0.833 1.853
S -0.661 -0.690 0.544
H -1.784 2.295 -0.517
H -0.184 2.533 -0.192
H -1.326 1.961 1.005
H -0.460 -1.887 -1.556
H -0.494 -2.987 -0.442
H 1.117 -2.098 -0.478
H 0.140 0.651 -1.317
H 0.710 -1.706 2.016
H 2.102 -0.292 1.315
*
```



<ii>
This record from the Open Molecules 2025 dataset describes a single C4H9NO2S molecule. The level of theory is wB97M-V/def2-TZVPD.

## Properties
Kohn-Sham gap = 0.35229 hartree
LUMO = 0.77 eV

Structure (ORCA input):
```
! wB97M-V def2-TZVPD RIJCOSX def2/J DEFGRID3
* xyz 0 1
C 2.480 -0.739 -0.264
C 1.072 -0.273 -0.048
N 0.774 0.952 0.172
O 1.898 1.762 0.173
S -0.136 -1.546 -0.029
C -1.629 -0.706 0.586
C -2.354 0.255 -0.372
O -1.947 1.585 -0.208
H 2.539 -1.809 -0.455
H 3.065 -0.499 0.621
H 2.950 -0.217 -1.115
H 1.508 2.628 0.398
H -2.283 -1.560 0.795
H -1.381 -0.198 1.536
H -2.254 -0.081 -1.408
H -3.422 0.244 -0.124
H -0.981 1.555 -0.123
*
```



Most stable: <ii> (next structure +39.7 kcal/mol)